{"formula": "C24H55Br2NO21P4", "method": "ωB97M-V/def2-TZVPD", "max_force_ev_per_a": 8.43, "e_homo_ev": -10.0, "orbital_gap_ev": 7.77, "smiles": "CCCCC[C@]1([C@@H](Br)[C@H](C)Br)OC(=O)O[C@@H]1CON=O.COP(=O)(OC)OC.COP(=O)(OC)OC.COP(=O)(OC)OC.COP(=O)(OC)OC", "symbols": ["C", "C", "C", "C", "C", "C", "C", "Br", "C", "C", "Br", "O", "C", "O", "O", "C", "C", "O", "N", "O", "H", "H", "H", "H", "H", "H", "H", "H", "H", "H", "H", "H", "H", "H", "H", "H", "H", "H", "H", "C", "O", "P", "O", "O", "C", "O", "C", "H", "H", "H", "H", "H", "H", "H", "H", "H", "C", "O", "P", "O", "O", "C", "O", "C", "H", "H", "H", "H", "H", "H", "H", "H", "H", "C", "O", "P", "O", "O", "C", "O", "C", "H", "H", "H", "H", "H", "H", "H", "H", "H", "C", "O", "P", "O", "O", "C", "O", "C", "H", "H", "H", "H", "H", "H", "H", "H", "H"], "xyz": [[0.30842, 2.26132, 1.55165], [0.08696, 2.05804, 0.05524], [-0.75526, 3.14869, -0.62111], [-2.20952, 3.25874, -0.11234], [-3.21795, 2.40235, -0.91507], [-3.90294, 1.31421, -0.04878], [-4.67264, 1.97760, 1.09775], [-6.05081, 3.20040, 0.41895], [-5.23931, 0.91457, 2.10151], [-6.74951, 0.88629, 2.25777], [-4.46074, 1.33735, 3.86536], [-2.73631, 0.58691, 0.45249], [-2.44992, -0.37277, -0.47106], [-1.54533, -1.15018, -0.44889], [-3.38920, -0.31768, -1.49575], [-4.53721, 0.14636, -0.77897], [-5.86503, 0.29112, -1.51902], [-6.83973, -0.51379, -0.85111], [-6.71543, -1.85221, -1.29087], [-6.89833, -2.58977, -0.41779], [1.11510, 2.95069, 1.79974], [0.59601, 1.29242, 1.96662], [-0.57943, 2.57074, 2.10568], [-0.31119, 1.07435, -0.18249], [1.07598, 2.10018, -0.41127], [-0.74910, 3.01153, -1.70671], [-0.24331, 4.10198, -0.45921], [-2.46619, 4.31705, -0.16895], [-2.19069, 3.01327, 0.94838], [-3.96166, 3.07741, -1.33699], [-2.67499, 1.95632, -1.74590], [-4.02276, 2.61090, 1.68557], [-4.82434, -0.05429, 1.85381], [-7.09612, 1.74987, 2.81848], [-7.00429, 0.01120, 2.85855], [-7.26907, 0.79240, 1.30874], [-4.71330, -0.69329, -0.09737], [-6.20713, 1.31129, -1.63651], [-5.77790, -0.13725, -2.52353], [-0.46907, 6.95749, 6.90869], [-0.56113, 5.82300, 6.05880], [-1.74061, 5.74462, 4.88770], [-2.40502, 7.06841, 5.13757], [-2.44030, 4.47467, 5.60437], [-3.10359, 4.64189, 6.85052], [-2.45246, 5.37388, 3.43523], [-3.84155, 5.64400, 3.30593], [-0.17822, 7.84633, 6.35141], [-1.40761, 7.12988, 7.43021], [0.30654, 6.73420, 7.64220], [-3.64685, 5.58774, 6.88319], [-2.39141, 4.59164, 7.67588], [-3.81212, 3.82243, 6.95440], [-3.99474, 6.68715, 3.03661], [-4.38830, 5.40975, 4.21850], [-4.21589, 5.01083, 2.49988], [-5.27715, -6.12910, -1.46541], [-4.68631, -5.52210, -2.60756], [-3.18937, -6.00739, -3.12662], [-2.84972, -7.07408, -2.13409], [-2.55192, -4.55489, -2.80744], [-2.34704, -4.17230, -1.45146], [-2.09050, -6.28488, -4.32034], [-0.76442, -6.59450, -3.91320], [-5.51994, -7.17347, -1.65415], [-4.62507, -6.04383, -0.59911], [-6.20065, -5.58435, -1.26623], [-2.00195, -5.01528, -0.85016], [-3.26715, -3.76344, -1.02738], [-1.58796, -3.39616, -1.43557], [-0.68274, -7.65506, -3.68344], [-0.45487, -6.00154, -3.05359], [-0.11180, -6.36257, -4.75420], [6.75941, 1.35567, -1.41715], [5.62461, 1.79781, -0.68721], [5.00760, 0.89008, 0.57912], [6.02614, -0.22202, 0.49033], [3.65589, 0.62394, -0.28704], [3.73255, -0.13839, -1.48489], [4.21173, 0.29235, 1.92161], [4.00355, -1.11066, 1.98693], [7.65470, 1.35868, -0.79573], [6.59396, 0.36604, -1.83521], [6.89905, 2.06526, -2.23423], [4.42860, -0.97272, -1.37605], [4.03279, 0.49028, -2.32482], [2.73671, -0.53009, -1.68418], [4.89062, -1.60145, 2.38239], [3.74674, -1.53054, 1.01524], [3.17170, -1.27574, 2.67169], [7.84952, -2.34464, -1.18077], [7.55546, -1.91813, -2.51111], [7.43507, -3.02875, -3.73414], [7.69392, -4.31388, -3.01513], [8.72416, -2.40618, -4.49488], [10.01953, -2.62344, -3.95051], [6.78705, -3.55118, -5.15374], [7.39067, -4.68813, -5.75639], [7.02996, -2.92835, -0.76731], [8.77585, -2.91428, -1.15002], [7.96995, -1.44636, -0.57697], [10.11232, -3.63237, -3.54579], [10.23921, -1.88856, -3.17374], [10.73802, -2.49887, -4.75820], [6.99138, -5.59961, -5.31609], [8.47540, -4.67112, -5.65948], [7.13130, -4.66196, -6.81420]]}